C50H128AsF12N9O12S2 | ωB97M-V with the def2-TZVPD basis set

Last column: Löwdin charge in e.
CARTESIAN COORDINATES (ANGSTROEM)
C1 0.80 0.38 1.36  -0.566
F1 1.84 -0.43 1.18  0.126
F2 -0.21 -0.25 2.01  0.095
F3 1.16 1.46 2.13  0.078
S1 0.11 0.98 -0.40  0.717
O1 0.73 2.26 -0.66  -0.327
O2 0.42 -0.10 -1.34  -0.319
N1 -1.60 1.26 -0.03  -0.308
S2 -2.31 0.22 -0.76  0.452
O3 -2.35 0.42 -2.21  -0.323
O4 -1.98 -1.16 -0.41  -0.336
C2 -4.12 0.58 -0.17  -0.619
F4 -4.22 0.25 1.14  0.095
F5 -4.45 1.87 -0.34  0.110
F6 -4.96 -0.12 -0.94  0.125
C3 -8.81 -4.17 3.81  -0.036
C4 -7.42 -4.60 3.28  -0.144
N2 -6.65 -5.65 4.14  -0.227
C5 -7.40 -7.03 4.09  0.057
C6 -5.19 -5.67 3.60  -0.133
C7 -4.21 -6.60 4.40  -0.037
C8 -6.61 -5.28 5.64  -0.085
C9 -6.13 -3.90 6.00  -0.196
O5 -4.80 -3.72 5.63  -0.227
C10 -4.08 -2.75 6.25  -0.106
H1 -9.15 -3.39 3.12  0.102
H2 -8.67 -3.81 4.82  0.069
H3 -9.45 -5.05 3.88  0.081
H4 -6.76 -3.74 3.22  0.123
H5 -7.57 -5.09 2.32  0.126
H6 -6.81 -7.73 4.69  0.093
H7 -7.25 -7.38 3.07  0.105
H8 -8.43 -6.93 4.45  0.108
H9 -4.87 -4.63 3.50  0.116
H10 -5.26 -6.04 2.58  0.121
H11 -4.64 -7.60 4.46  0.074
H12 -3.98 -6.18 5.38  0.076
H13 -3.32 -6.73 3.78  0.086
H14 -6.08 -6.11 6.10  0.136
H15 -7.63 -5.19 6.01  0.133
H16 -6.34 -3.67 7.04  0.151
H17 -6.63 -3.12 5.43  0.128
H18 -3.69 -3.10 7.21  0.103
H19 -4.63 -1.81 6.27  0.103
H20 -3.28 -2.68 5.51  0.101
C11 7.00 -2.52 -2.75  -0.027
C12 8.38 -1.60 -2.69  -0.093
N3 8.78 -1.13 -4.12  -0.220
C13 9.00 -2.34 -5.04  0.010
C14 7.68 -0.24 -4.75  -0.133
C15 7.21 0.98 -3.84  -0.037
C16 10.07 -0.21 -4.08  -0.056
C17 11.35 -0.82 -3.52  -0.193
O6 11.70 -1.98 -4.23  -0.195
C18 12.83 -2.58 -3.74  -0.113
H21 6.19 -1.96 -3.22  0.062
H22 6.82 -2.82 -1.72  0.077
H23 7.14 -3.40 -3.37  0.061
H24 9.14 -2.25 -2.25  0.119
H25 8.24 -0.77 -2.01  0.116
H26 9.48 -3.17 -4.51  0.104
H27 9.70 -2.20 -5.86  0.116
H28 8.05 -2.77 -5.35  0.097
H29 6.86 -0.92 -4.94  0.106
H30 8.01 0.11 -5.72  0.134
H31 8.01 1.69 -3.60  0.070
H32 6.73 0.61 -2.93  0.070
H33 6.46 1.62 -4.32  0.086
H34 9.81 0.75 -3.65  0.123
H35 10.31 -0.03 -5.13  0.139
H36 11.14 -1.07 -2.48  0.128
H37 12.10 -0.07 -3.74  0.150
H38 12.82 -2.89 -2.69  0.096
H39 13.62 -1.83 -3.79  0.098
H40 13.20 -3.44 -4.30  0.107
C19 5.22 7.78 -1.21  -0.056
C20 5.05 9.09 -2.02  -0.166
N4 3.62 9.47 -2.43  -0.224
C21 3.77 10.90 -3.04  0.029
C22 3.10 8.58 -3.56  -0.145
C23 3.94 8.56 -4.89  -0.037
C24 2.70 9.54 -1.13  -0.011
C25 1.30 10.36 -1.17  -0.202
O7 0.53 9.83 -2.17  -0.212
C26 -0.59 10.60 -2.59  -0.049
H41 6.26 7.52 -1.04  0.091
H42 4.57 6.97 -1.57  0.072
H43 4.87 7.87 -0.18  0.072
H44 5.79 9.21 -2.81  0.128
H45 5.26 9.86 -1.29  0.121
H46 4.00 11.58 -2.22  0.109
H47 2.78 11.18 -3.38  0.106
H48 4.51 11.09 -3.82  0.111
H49 2.08 8.92 -3.74  0.116
H50 3.11 7.55 -3.18  0.115
H51 3.51 7.85 -5.59  0.089
H52 4.98 8.30 -4.66  0.075
H53 3.89 9.55 -5.33  0.075
H54 3.28 10.05 -0.36  0.127
H55 2.61 8.50 -0.81  0.122
H56 1.60 11.41 -1.25  0.125
H57 0.85 10.19 -0.19  0.133
H58 -1.19 10.80 -1.70  0.097
H59 -1.16 10.12 -3.39  0.098
H60 -0.27 11.58 -2.94  0.093
C27 7.21 -2.27 8.26  -0.048
C28 6.05 -2.87 9.08  -0.143
N5 4.76 -3.15 8.26  -0.227
C29 4.15 -1.80 7.72  0.045
C30 5.12 -4.16 7.12  -0.136
C31 3.99 -4.74 6.19  -0.052
C32 3.69 -3.82 9.09  -0.059
C33 3.41 -3.01 10.44  -0.173
O8 4.47 -3.08 11.35  -0.227
C34 4.08 -3.00 12.68  -0.090
H61 7.70 -3.11 7.76  0.082
H62 7.98 -1.87 8.92  0.096
H63 6.84 -1.40 7.72  0.076
H64 5.78 -2.10 9.81  0.119
H65 6.34 -3.73 9.69  0.141
H66 3.20 -2.00 7.22  0.098
H67 4.78 -1.35 6.95  0.095
H68 4.01 -1.07 8.52  0.102
H69 5.76 -4.98 7.45  0.138
H70 5.70 -3.52 6.46  0.111
H71 4.44 -5.32 5.39  0.086
H72 3.49 -3.88 5.73  0.070
H73 3.26 -5.37 6.69  0.075
H74 4.03 -4.83 9.35  0.146
H75 2.81 -3.90 8.46  0.122
H76 2.50 -3.32 10.96  0.129
H77 3.30 -1.93 10.30  0.117
H78 3.37 -3.76 13.01  0.100
H79 3.70 -2.01 12.92  0.101
H80 5.00 -3.20 13.23  0.107
C35 -7.35 -7.83 -6.41  -0.018
C36 -7.65 -7.37 -4.97  -0.261
C37 -8.29 -6.01 -4.96  -0.171
O9 -8.65 -5.62 -3.61  -0.185
C38 -9.66 -4.69 -3.56  -0.130
N6 -8.66 -8.38 -4.33  0.244
H81 -8.29 -9.32 -4.24  0.167
H82 -8.91 -8.09 -3.39  0.153
H83 -9.57 -8.35 -4.78  0.172
H84 -7.97 -7.36 -7.18  0.099
H85 -7.34 -8.91 -6.53  0.093
H86 -6.35 -7.44 -6.62  0.096
H87 -6.81 -7.32 -4.28  0.156
H88 -9.19 -6.02 -5.59  0.135
H89 -7.65 -5.24 -5.39  0.152
H90 -10.03 -4.58 -2.54  0.099
H91 -10.55 -4.82 -4.16  0.100
H92 -9.22 -3.74 -3.84  0.100
C39 1.51 -9.02 -5.46  -0.036
C40 2.27 -8.17 -4.51  -0.295
C41 1.47 -7.78 -3.25  -0.165
O10 2.27 -6.91 -2.44  -0.184
C42 1.69 -6.57 -1.22  -0.113
N7 3.64 -8.84 -4.12  0.263
H93 4.38 -8.81 -4.81  0.172
H94 3.97 -8.49 -3.23  0.158
H95 3.42 -9.82 -4.10  0.159
H96 0.52 -8.59 -5.59  0.111
H97 1.33 -9.98 -4.98  0.099
H98 2.07 -9.25 -6.36  0.107
H99 2.56 -7.23 -4.98  0.155
H100 1.22 -8.72 -2.76  0.137
H101 0.53 -7.28 -3.46  0.146
H102 1.55 -7.48 -0.63  0.090
H103 0.66 -6.19 -1.20  0.097
H104 2.35 -5.90 -0.68  0.101
C43 -4.01 4.74 4.39  -0.040
C44 -2.99 5.74 3.79  -0.242
C45 -1.61 5.66 4.59  -0.156
O11 -0.66 6.48 3.90  -0.197
C46 0.63 6.46 4.57  -0.069
N8 -2.77 5.41 2.32  0.240
H105 -2.50 4.44 2.22  0.163
H106 -3.50 5.61 1.65  0.180
H107 -1.94 5.82 1.90  0.156
H108 -5.00 4.79 3.94  0.098
H109 -4.10 4.80 5.47  0.098
H110 -3.68 3.70 4.31  0.082
H111 -3.51 6.69 3.78  0.157
H112 -1.29 4.62 4.52  0.122
H113 -1.70 5.74 5.67  0.137
H114 1.18 7.26 4.10  0.094
H115 1.22 5.58 4.32  0.082
H116 0.52 6.46 5.66  0.096
C47 -7.08 6.27 -7.27  -0.014
C48 -5.52 6.27 -7.48  -0.196
C49 -4.73 5.26 -6.61  -0.189
O12 -4.03 4.34 -7.40  -0.192
C50 -2.61 4.25 -7.09  -0.049
N9 -5.16 6.07 -9.03  0.232
H117 -5.05 5.08 -9.21  0.146
H118 -5.96 6.39 -9.56  0.155
H119 -4.34 6.53 -9.40  0.162
H120 -7.36 6.00 -6.25  0.095
H121 -7.60 5.64 -7.98  0.089
H122 -7.55 7.25 -7.30  0.092
H123 -5.10 7.27 -7.38  0.139
H124 -5.33 4.81 -5.81  0.139
H125 -4.08 5.91 -6.02  0.122
H126 -2.01 4.92 -7.70  0.085
H127 -2.23 3.26 -7.32  0.093
H128 -2.46 4.49 -6.03  0.091
As1 -9.01 7.87 -0.74  0.862
F7 -8.72 6.78 0.70  -0.338
F8 -8.07 9.17 0.03  -0.296
F9 -9.34 8.92 -2.15  -0.300
F10 -9.96 6.55 -1.44  -0.302
F11 -10.55 8.41 -0.02  -0.289
F12 -7.53 7.16 -1.48  -0.336

Results
HOMO level: -15.98 eV
Total charge: +6
Electronic energy: -206962.223 eV